No. 1
{"formula": "C5H7N3O2", "method": "wB97M-V/def2-TZVPD", "species": ["O", "O", "N", "N", "N", "C", "C", "C", "C", "C", "H", "H", "H", "H", "H", "H", "H"], "coordinates": [[2.330621, -1.064620, -0.188603], [1.775586, -0.643218, -2.201511], [-0.571528, 0.906668, 1.326390], [0.127773, 1.893339, 1.240179], [1.840728, -0.303870, -1.029156], [1.112621, 1.842229, 0.241378], [-0.475966, -1.444955, 0.896133], [-0.649170, -0.074396, 0.412884], [1.249637, 0.755645, -0.496830], [-1.640730, 0.103809, -0.631381], [-1.480203, -0.709000, -1.357867], [-0.671172, -1.466081, 2.035106], [-2.718318, 0.270639, -0.271543], [1.717463, 2.843496, 0.080550], [0.527853, -1.824467, 0.613279], [-1.336700, 0.981777, -1.122785], [-1.138495, -2.066997, 0.453777]], "atomic_forces_ev_per_a": [[0.834, -0.008, 0.765], [-0.462, 0.858, -0.767], [-1.209, 0.873, 0.801], [-0.339, 0.694, 1.051], [0.675, -2.209, -0.687], [3.096, 1.859, -2.843], [2.269, 0.817, 3.154], [1.726, -0.693, 0.131], [-2.963, 0.998, 2.411], [-1.518, 0.101, -1.008], [-0.696, 0.186, 0.307], [0.761, -0.134, -1.791], [1.603, -0.730, -0.408], [-1.216, -2.306, 0.738], [-0.137, 0.201, 0.552], [-0.165, 1.433, -0.990], [-2.259, -1.939, -1.417]], "nbo_charge": [-0.424, -0.409, -0.114, -0.069, 0.425, -0.178, -0.685, 0.311, 0.097, -0.679, 0.244, 0.250, 0.258, 0.234, 0.283, 0.235, 0.221], "gap_ev": 8.19, "spin_multiplicity": 1, "homo_energy_ev": -9.3, "e_tot_ha": -509.17352, "e_above_lowest_ev": 8.871}

No. 2
{"formula": "C5H7N3O2", "method": "wB97M-V/def2-TZVPD", "species": ["O", "O", "N", "N", "N", "C", "C", "C", "C", "C", "H", "H", "H", "H", "H", "H", "H"], "coordinates": [[-2.567917, 0.082128, 1.221300], [1.589925, 0.124912, 2.381383], [0.275546, -0.079934, -0.963750], [-0.470710, -0.039647, 1.808836], [1.169039, 0.034299, 0.061705], [-0.994339, -0.010537, -0.630628], [0.831725, 0.015620, 1.438171], [2.555591, 0.140727, -0.322829], [-2.070745, -0.192171, -1.648100], [-1.404316, 0.053251, 0.836520], [3.184752, 0.489393, 0.474029], [2.868406, -0.832549, -0.642695], [-1.590768, -0.294818, -2.619589], [-2.623004, -1.106679, -1.417728], [-2.710554, 0.707040, -1.659291], [2.698457, 0.891768, -1.121535], [-0.741087, 0.017198, 2.804201]], "atomic_forces_ev_per_a": [[0.073, 0.226, -1.272], [1.722, -0.183, -0.848], [-2.039, 0.443, 1.102], [-0.166, -0.051, -1.870], [-0.645, 0.226, 1.638], [1.864, -0.568, 0.725], [1.252, 0.730, 1.233], [0.209, 0.574, -0.722], [0.408, 0.501, 0.027], [-2.769, -0.417, 0.510], [-0.096, -0.127, 0.724], [0.559, -0.420, -0.362], [-0.062, -0.015, -0.030], [-0.246, 0.325, -0.038], [-0.040, -0.625, 0.058], [-0.423, -0.549, 0.157], [0.399, -0.069, -1.032]], "nbo_charge": [-0.589, -0.624, -0.170, -0.599, -0.279, 0.132, 0.759, -0.410, -0.645, 0.597, 0.242, 0.204, 0.234, 0.240, 0.240, 0.214, 0.453], "gap_ev": 9.51, "spin_multiplicity": 1, "homo_energy_ev": -9.4, "e_tot_ha": -509.47751, "smiles": "Cc1nn(C)c(=O)[nH]c1=O", "e_above_lowest_ev": 0.599}

No. 3
{"formula": "C5H7N3O2", "method": "wB97M-V/def2-TZVPD", "species": ["O", "O", "N", "N", "N", "C", "C", "C", "C", "C", "H", "H", "H", "H", "H", "H", "H"], "coordinates": [[3.270984, -0.567683, 0.090494], [1.767666, -1.388474, -1.247575], [1.673929, 1.461668, 0.664404], [0.414299, -0.856169, 1.657250], [2.126585, -0.565668, -0.419129], [-0.013561, 0.594948, -0.714505], [-1.092308, -1.508351, -0.060733], [-0.859949, -0.536996, -0.980180], [1.220034, 0.360921, 0.056729], [-0.460019, -1.634306, 1.260641], [-1.794821, -2.359321, -0.442962], [-0.810249, -2.380599, 1.881891], [-0.618129, 1.202403, -0.197860], [-1.396876, -0.528635, -1.930625], [2.610880, 1.449986, 1.103678], [0.197110, 1.064894, -1.598445], [1.490647, 2.349105, 0.322757]], "atomic_forces_ev_per_a": [[-1.365, 0.298, -0.519], [-0.122, 0.273, -0.096], [2.870, -0.642, 2.074], [2.478, 1.603, -0.422], [3.119, -2.236, 0.293], [1.747, -2.091, -0.282], [-1.576, -1.370, -3.041], [-1.394, -2.844, 1.069], [-2.893, 0.575, 1.916], [-0.299, 1.441, -2.592], [1.264, 1.586, 1.146], [-0.864, -1.605, 1.625], [-1.936, 2.829, 2.318], [0.121, -0.270, 0.337], [-0.974, -0.539, -0.465], [0.822, 1.368, -2.456], [-0.998, 1.622, -0.906]], "nbo_charge": [-0.413, -0.371, -0.783, -0.307, 0.445, -0.522, -0.273, -0.085, 0.414, -0.020, 0.220, 0.199, 0.247, 0.219, 0.417, 0.225, 0.388], "gap_ev": [8.05, 7.48], "spin_multiplicity": 1, "homo_energy_ev": [-9.0, -8.3], "e_tot_ha": -509.24468, "e_above_lowest_ev": 6.935}